Entry 1:
Molecular formula: H4N3O3P
Method: DFT, ωB97M-V/def2-TZVPD

Output
* strongest force on any atom: 3.33 eV Å⁻¹
* energy above the lowest of the compared OMol25 structures with the same formula, charge and spin: 34.4 kcal/mol
* orbital gap: 6.0 eV
* total charge: -2
* HOMO level: 1.6 eV

```
11
H4N3O3P, DFT ωB97M-V/def2-TZVPD
N 1.6584 0.4955 0.5005
N 0.7833 -0.6280 -1.4679
N 0.6257 0.5383 -0.5567
O -2.1289 -0.8014 -0.3840
O -2.0942 1.4042 0.9678
O -0.6785 -0.6608 1.7935
P -1.4509 0.0264 0.7055
H 1.2944 1.3145 1.0459
H 1.2871 -0.2842 1.1018
H -0.0112 -1.1431 -1.2965
H 0.7149 -0.2614 -2.4100
```

Entry 2:
Molecular formula: H4N3O4S
Method: DFT, ωB97M-V/def2-TZVPD

Output
* strongest force on any atom: 4.97 eV Å⁻¹
* energy above the lowest of the compared OMol25 structures with the same formula, charge and spin: 42.3 kcal/mol
* orbital gap: 8.9 eV
* total charge: -1
* HOMO level: -5.0 eV

```
12
H4N3O4S, DFT ωB97M-V/def2-TZVPD
N -1.7300 0.5714 0.3914
N -0.8610 -0.4588 0.8012
N -0.9157 -1.5437 0.1234
O 3.2756 0.0857 -0.5253
O 0.8626 1.1600 -0.6522
O 1.6813 -0.0672 1.3179
O -1.8495 -1.5380 -0.7509
S 1.8794 -0.2590 -0.1297
H -2.2841 0.1357 -0.2560
H -1.0046 1.1179 -0.0548
H 0.0758 -0.4188 1.2803
H 0.8703 1.2147 -1.5451
```

Entry 3:
Molecular formula: H4N3P
Method: DFT, ωB97M-V/def2-TZVPD

Output
* strongest force on any atom: 3.23 eV Å⁻¹
* energy above the lowest of the compared OMol25 structures with the same formula, charge and spin: 89.0 kcal/mol
* orbital gap: 9.5 eV
* HOMO level: -8.9 eV

```
8
H4N3P, DFT ωB97M-V/def2-TZVPD
N 1.1674 0.7089 0.9152
N 0.3296 0.2406 1.9381
N 0.3382 -0.5193 0.7799
P -0.5654 -0.3058 -0.6914
H 0.9023 1.5401 0.4126
H -0.4658 0.8306 2.0674
H -1.5784 -1.4628 -0.5415
H 0.4736 -1.2867 -1.5289
```

Entry 4:
Molecular formula: H4N4O2
Method: DFT, ωB97M-V/def2-TZVPD

Output
* strongest force on any atom: 1.82 eV Å⁻¹
* energy above the lowest of the compared OMol25 structures with the same formula, charge and spin: 10.9 kcal/mol
* orbital gap: 10.2 eV
* HOMO level: -9.9 eV

```
10
H4N4O2, DFT ωB97M-V/def2-TZVPD
N 0.4050 1.4447 0.7539
N 0.0366 2.0143 -0.2755
N -0.5341 -0.5072 -0.7371
N -0.1386 -1.5325 -0.1585
O 0.6003 -1.2411 0.9329
O -0.3281 -2.6853 -0.4319
H 0.5487 2.1263 1.5224
H 0.6078 -0.2210 0.9881
H -0.1085 1.3196 -1.0277
H -1.0891 -0.7179 -1.5666
```

Entry 5:
Molecular formula: H4N8
Method: DFT, ωB97M-V/def2-TZVPD

Output
* strongest force on any atom: 5.92 eV Å⁻¹
* energy above the lowest of the compared OMol25 structures with the same formula, charge and spin: 12.6 kcal/mol
* orbital gap: 11.0 eV
* total charge: +2
* HOMO level: -20.8 eV

```
12
H4N8, DFT ωB97M-V/def2-TZVPD
N 0.3979 0.8241 -1.9306
N -0.3942 -1.4255 4.9883
N -0.0339 0.1369 0.0013
N 0.1126 -1.2447 4.0197
N -0.4486 0.9670 -2.6073
N 0.6781 -0.3234 0.7380
N -1.2615 1.1351 -3.5042
N 1.2530 -0.6274 1.7624
H -2.3396 1.2202 -3.4132
H -0.8761 1.2284 -4.5193
H 2.2131 -0.9911 1.8682
H 0.6990 -0.8996 2.5968
```

Entry 6:
Molecular formula: H4NO2PS
Method: DFT, ωB97M-V/def2-TZVPD

Output
* strongest force on any atom: 3.57 eV Å⁻¹
* energy above the lowest of the compared OMol25 structures with the same formula, charge and spin: 54.8 kcal/mol
* orbital gap: 9.3 eV
* HOMO level: -8.7 eV

```
9
H4NO2PS, DFT ωB97M-V/def2-TZVPD
N 0.0956 1.1395 0.0004
O -0.8469 -0.9640 1.5982
O 0.5676 -1.3311 -0.3980
P -0.7452 -0.5134 -0.0274
S 0.2207 1.8127 -1.6159
H -0.6507 1.6518 0.5059
H -1.2804 -1.8103 1.8092
H 1.4453 -1.0470 -0.1113
H 1.1940 1.0617 -1.7611
```

Entry 7:
Molecular formula: H4NO2PS
Method: DFT, ωB97M-V/def2-TZVPD

Output
* strongest force on any atom: 1.99 eV Å⁻¹
* 2S+1: 3
* energy above the lowest of the compared OMol25 structures with the same formula, charge and spin: 20.8 kcal/mol
* orbital gap (alpha / beta): 9.6 / 8.2 eV
* HOMO level (alpha / beta): -8.9 / -9.3 eV

```
9
H4NO2PS, DFT ωB97M-V/def2-TZVPD
N 2.2344 0.3800 -0.5230
O -0.4277 0.9940 -0.7771
O 0.2665 0.1465 1.5363
P -0.0966 -0.4042 0.0293
S -2.1161 -0.9673 0.0380
H 2.2370 0.1044 -1.5226
H -1.0759 1.5363 -0.2997
H 1.1065 0.5068 1.2980
H -2.1281 -2.2965 0.2208
```

Entry 8:
Molecular formula: H4NO2SSi
Method: DFT, ωB97M-V/def2-TZVPD

Output
* strongest force on any atom: 3.02 eV Å⁻¹
* energy above the lowest of the compared OMol25 structures with the same formula, charge and spin: 27.6 kcal/mol
* orbital gap: 8.2 eV
* total charge: -1
* HOMO level: -4.0 eV

```
9
H4NO2SSi, DFT ωB97M-V/def2-TZVPD
N -1.0183 -0.0223 -0.4840
O -1.2748 -2.1540 -1.8150
O -3.0537 -0.2784 -1.6824
Si 0.6256 -0.1036 -0.1931
S -1.4030 -0.7092 -1.9014
H -3.1847 -0.1678 -0.7365
H 1.4123 -1.2534 -0.1400
H 1.2486 0.3407 -1.4764
H 0.9064 0.4516 1.0818
```

Entry 9:
Molecular formula: H4NO2SSi
Method: DFT, ωB97M-V/def2-TZVPD

Output
* strongest force on any atom: 4.60 eV Å⁻¹
* energy above the lowest of the compared OMol25 structures with the same formula, charge and spin: 23.8 kcal/mol
* orbital gap: 6.5 eV
* total charge: -1
* HOMO level: -2.5 eV

```
9
H4NO2SSi, DFT ωB97M-V/def2-TZVPD
N 0.3312 -0.6047 -1.2875
O -1.7070 -0.8690 0.6822
O -1.9943 1.4501 1.4465
Si 0.9158 0.5538 -0.1341
S -1.1264 0.2503 1.5193
H -0.5619 -1.1249 -0.8376
H 0.9068 -1.3661 -1.6482
H 1.8685 -0.0562 0.8758
H 1.3673 1.7667 -0.6164
```

Entry 10:
Molecular formula: H4NO2SSi
Method: DFT, ωB97M-V/def2-TZVPD

Output
* strongest force on any atom: 3.49 eV Å⁻¹
* energy above the lowest of the compared OMol25 structures with the same formula, charge and spin: 12.6 kcal/mol
* orbital gap: 8.1 eV
* total charge: -1
* HOMO level: -4.1 eV

```
9
H4NO2SSi, DFT ωB97M-V/def2-TZVPD
N 0.4219 0.3844 0.3605
O 1.4842 -1.0094 -1.4779
O 1.8721 1.4395 -1.6162
Si -1.0593 -0.3285 0.4767
S 1.8972 0.2005 -0.7759
H 0.5164 1.1719 1.0751
H -1.2230 -1.8756 0.6933
H -1.6353 0.2080 1.7294
H -2.2742 -0.1907 -0.4650
```

Entry 11:
Molecular formula: H4NO3PS
Method: DFT, ωB97M-V/def2-TZVPD

Output
* strongest force on any atom: 3.02 eV Å⁻¹
* energy above the lowest of the compared OMol25 structures with the same formula, charge and spin: 165.6 kcal/mol
* orbital gap: 9.0 eV
* HOMO level: -8.6 eV

```
10
H4NO3PS, DFT ωB97M-V/def2-TZVPD
N -1.0051 0.2423 1.1858
O 2.4397 0.1188 -1.7848
O 1.6914 0.9217 -1.0274
O 0.3071 0.5601 -1.2088
P -0.1924 -0.7556 -0.2735
S -1.2000 -0.5380 2.6859
H -0.2524 0.9054 1.3543
H 1.9446 0.0651 -2.6310
H -1.3072 -0.3802 -1.0575
H -2.4257 -1.1397 2.7570
```

Entry 12:
Molecular formula: H4NO5Sn
Method: DFT, ωB97M-V/def2-TZVPD

Output
* strongest force on any atom: 3.38 eV Å⁻¹
* orbital gap: 6.2 eV
* total charge: +1
* HOMO level: -13.4 eV

```
11
H4NO5Sn, DFT ωB97M-V/def2-TZVPD
Sn -0.3304 1.1870 0.2824
N -1.5347 -1.8502 0.5626
O -0.2870 -1.8377 0.4346
O -2.2026 -2.7264 0.0891
O -2.0958 -0.8213 1.0951
O 0.1353 2.3497 -2.3509
H 0.4259 1.5902 -2.8775
H -0.7909 2.4774 -2.6032
O 1.9099 -0.1315 1.5560
H 2.4241 0.6403 1.8247
H 2.3462 -0.8777 1.9870
```